# 1
12
Properties=species:S:1:pos:R:3 method="wB97M-V/def2-TZVPD" e_above_lowest_kcal_mol=137.5 smiles=C1Cn2[nH]n2N1 orbital_gap_ev=10.371 total_charge=0
C -0.836 -0.238 0.252
C -0.073 0.675 -0.729
N 1.389 0.278 -0.513
N 1.566 -1.154 -0.241
N 1.557 -0.167 0.839
N 0.442 -0.465 1.525
H -1.788 0.192 0.620
H -0.984 -1.298 -0.097
H -0.140 0.329 -1.806
H -0.087 1.653 -0.493
H 2.503 -1.240 -0.590
H 0.220 0.129 2.297

=====

# 2
23
Properties=species:S:1:pos:R:3 method="wB97M-V/def2-TZVPD" e_above_lowest_kcal_mol=37.7 smiles=CC[C@H](N)CO.O.O orbital_gap_ev=9.775 total_charge=0
C 2.111 0.816 -0.612
C 1.845 -0.535 0.157
C 0.378 -1.059 0.098
N -0.454 0.119 -0.065
C 0.119 -2.108 1.228
O -0.834 -3.045 0.859
H 1.616 1.611 -0.098
H 1.818 0.836 -1.711
H 3.065 1.109 -0.349
H 2.166 -0.371 1.232
H 2.585 -1.311 -0.238
H 0.404 -1.716 -0.850
H -0.348 0.865 0.530
H -1.472 -0.023 -0.016
H -0.191 -1.603 2.190
H 0.992 -2.699 1.540
H -1.673 -2.641 0.686
O -0.609 3.142 1.048
H -0.658 3.933 1.670
H -1.562 3.150 0.670
O -1.975 1.475 -2.566
H -1.139 1.870 -2.898
H -1.804 0.906 -1.851

=====

# 3
14
Properties=species:S:1:pos:R:3 method="wB97M-V/def2-TZVPD" e_above_lowest_kcal_mol=34.3 smiles="CSC(=O)NC(N)=O" orbital_gap_ev=10.050 total_charge=0
C -1.302 -2.405 0.595
S -0.441 -0.817 0.843
C -0.185 -0.429 -0.857
O -0.280 -1.414 -1.643
N 0.492 0.832 -1.150
C 1.001 1.993 -0.342
N 0.831 2.151 1.015
O 1.353 3.043 -0.891
H -1.807 -2.300 -0.329
H -0.581 -3.150 0.349
H -1.877 -2.858 1.477
H 0.828 0.879 -2.146
H 0.859 1.425 1.626
H 1.110 3.051 1.453

=====

# 4
14
Properties=species:S:1:pos:R:3 method="wB97M-V/def2-TZVPD" e_above_lowest_kcal_mol=128.9 orbital_gap_ev=8.176 total_charge=0
N -0.067 -2.289 -0.302
C -0.186 -1.077 0.276
O 0.883 -0.515 0.704
C -1.391 -0.347 0.358
C 0.156 1.240 0.327
C 1.270 1.774 -0.445
O -0.122 1.826 -0.858
H 0.848 -2.618 -0.569
H -0.878 -2.789 -0.623
H -1.661 -0.022 1.358
H -2.237 -0.640 -0.265
H -0.209 1.632 1.266
H 1.886 1.079 -1.009
H 1.709 2.745 -0.218

=====

# 5
15
Properties=species:S:1:pos:R:3 method="wB97M-V/def2-TZVPD" e_above_lowest_kcal_mol=58.4 orbital_gap_ev=10.256 total_charge=0
C 0.129 -1.082 -0.870
C 1.195 -0.439 0.027
C -0.081 1.241 -0.301
C -0.982 -0.040 -0.527
C -0.852 -0.109 1.005
H -0.273 -2.061 -0.656
H 0.379 -0.997 -1.927
H 2.098 0.100 -0.521
H 1.701 -1.214 0.599
H -0.476 2.201 0.035
H 0.707 1.385 -1.113
H -2.001 -0.021 -1.039
H -1.352 0.762 1.521
H -0.949 -1.184 1.403
N 0.530 0.515 0.813

=====

# 6
92
Properties=species:S:1:pos:R:3 method="wB97M-V/def2-TZVPD" e_above_lowest_kcal_mol=1.6 orbital_gap_ev=7.087 total_charge=-1
Y 2.050 0.153 -0.800
O -0.202 -0.769 0.013
C 0.662 -1.716 -0.825
C 1.369 -2.674 0.074
C 1.186 -4.044 0.007
C 1.912 -4.894 0.827
C 2.839 -4.415 1.732
C 3.052 -3.050 1.800
C 2.345 -2.161 0.979
O 2.590 -0.858 1.009
N 1.668 -6.340 0.749
O 2.277 -7.063 1.518
O 0.870 -6.742 -0.077
H 0.033 -2.243 -1.539
H 0.453 -4.461 -0.672
H 3.386 -5.106 2.358
H 3.785 -2.638 2.481
O 3.970 4.099 -0.783
C 3.085 3.277 -0.855
O 3.081 2.079 -0.347
C 1.775 3.588 -1.592
P 0.479 2.519 -0.839
C -1.085 3.118 -1.570
C -1.968 3.997 -0.951
C -3.114 4.422 -1.610
C -3.398 3.971 -2.890
C -2.529 3.085 -3.514
C -1.385 2.662 -2.856
C 0.448 3.096 0.890
C 0.453 2.146 1.905
C 0.487 2.537 3.237
C 0.516 3.885 3.561
C 0.524 4.842 2.554
C 0.500 4.448 1.225
H 1.897 3.272 -2.633
H 1.547 4.654 -1.574
H -1.776 4.340 0.057
H -3.795 5.100 -1.111
H -4.295 4.303 -3.397
H -2.746 2.719 -4.509
H -0.712 1.967 -3.350
H 0.448 1.088 1.664
H 0.509 1.786 4.016
H 0.553 4.191 4.599
H 0.567 5.895 2.802
H 0.533 5.200 0.446
Se 3.153 -0.171 -3.254
C 4.922 0.078 -2.544
C 5.211 -0.160 -1.199
C 6.477 0.060 -0.680
C 7.502 0.493 -1.508
C 7.235 0.720 -2.853
C 5.960 0.524 -3.361
H 4.448 -0.521 -0.516
H 6.658 -0.108 0.374
H 8.494 0.662 -1.110
H 8.025 1.062 -3.510
H 5.757 0.722 -4.407
C -2.197 -3.907 4.129
C -0.932 -3.522 3.714
C -0.779 -2.724 2.585
C -1.887 -2.303 1.847
C -3.157 -2.685 2.298
C -3.314 -3.484 3.420
Si -1.767 -1.168 0.370
C -2.719 0.373 0.826
C -3.759 0.889 0.049
C -4.490 1.994 0.470
C -4.178 2.619 1.668
C -3.147 2.124 2.457
C -2.441 1.004 2.044
C -2.537 -1.944 -1.138
C -3.159 -3.192 -1.128
C -3.703 -3.732 -2.289
C -3.628 -3.027 -3.480
C -3.005 -1.785 -3.514
C -2.466 -1.253 -2.354
H -2.315 -4.534 5.004
H -0.056 -3.846 4.262
H 0.216 -2.439 2.276
H -4.043 -2.347 1.770
H -4.306 -3.775 3.744
H -4.013 0.422 -0.895
H -5.294 2.374 -0.146
H -4.741 3.485 1.992
H -2.898 2.604 3.395
H -1.664 0.610 2.690
H -3.201 -3.765 -0.210
H -4.171 -4.707 -2.264
H -4.042 -3.450 -4.387
H -2.929 -1.240 -4.447
H -1.967 -0.291 -2.395

=====

Number 1: HOMO energy -9.22 eV, LUMO energy 1.155 eV. Number 2: HOMO energy -9.35 eV, LUMO energy 0.421 eV. Number 3: HOMO energy -9.71 eV, LUMO energy 0.341 eV. Number 4: HOMO energy -7.46 eV, LUMO energy 0.715 eV. Number 5: HOMO energy -9.15 eV, LUMO energy 1.108 eV. Number 6: HOMO energy -4.85 eV, LUMO energy 2.239 eV.